No. 1
ORCA calculation (ωB97M-V/def2-TZVPD) on C3H5NO2S in the gas phase.

```
12
Properties=species:S:1:pos:R:3:forces:R:3
C -1.352 1.454 -0.326 1.548 2.117 2.070
C -0.073 1.008 0.450 0.148 0.585 -0.830
C 1.433 -2.151 0.142 -2.708 4.260 -0.468
H -1.258 -0.195 -1.099 -0.852 1.263 -0.659
H 0.735 1.709 0.108 -0.791 -0.191 1.088
H -0.272 0.965 1.571 0.492 -0.032 -1.503
H 2.238 -2.701 0.574 0.578 -0.214 -0.118
H 0.476 -2.690 -0.329 2.280 1.314 1.106
N 1.484 -0.802 0.299 -1.155 -4.553 -0.431
O -1.793 0.666 -1.233 0.230 -2.682 -0.506
O 0.266 -0.219 -0.172 0.636 -1.687 0.446
S -1.884 2.955 0.013 -0.404 -0.179 -0.195
```
Positions in Å, forces in eV/Å.

Calculated values
**Energy relative to the best compared isomer or geometry (same formula, charge and spin)**: 81.85 kcal per mole
**HOMO**: -8.67 eV
**Spin multiplicity**: 1
**Orbital gap**: 8.951 eV
**SMILES string**: C=NOCC(O)=S

The molecule's natural (NBO) atomic charges, reported in e, are given here: 0.229, -0.167, -0.129, 0.506, 0.226, 0.226, 0.206, 0.192, -0.094, -0.618, -0.472, -0.106



No. 2
ORCA calculation (ωB97M-V/def2-TZVPD) on C3H6N2S2 as an isolated structure.

```
13
Properties=species:S:1:pos:R:3:forces:R:3
C 1.073 -0.693 1.104 -0.492 -1.218 2.062
C -1.058 -0.357 -0.340 -0.536 1.057 1.132
C -0.403 1.804 0.532 -0.120 3.030 -1.419
H 0.740 -0.399 2.268 0.227 -0.640 -3.318
H 1.439 -1.742 1.150 1.233 1.195 0.905
H 1.802 0.061 0.740 -0.592 -0.615 0.057
H -1.347 -3.220 0.437 3.096 0.783 -1.920
H -1.980 -0.887 -0.842 2.395 0.840 0.808
H -0.801 2.299 1.465 0.606 -1.141 -0.567
N 0.051 -1.110 0.121 -2.161 0.450 -1.613
N -1.210 0.885 -0.035 0.137 -1.862 0.047
S 0.015 -2.725 -0.465 -3.026 -0.350 2.504
S 0.647 2.783 -0.384 -0.767 -1.530 1.323
```
Positions in Å, forces in eV/Å.

Calculated values
**Energy relative to the best compared isomer or geometry (same formula, charge and spin)**: 90.94 kcal per mole
**HOMO**: -8.41 eV
**Spin multiplicity**: 1
**Orbital gap**: 8.011 eV

The molecule's natural (NBO) atomic charges, reported in e, are given here: -0.439, 0.315, -0.088, 0.210, 0.234, 0.236, 0.103, 0.226, 0.213, -0.600, -0.474, 0.194, -0.130



No. 3
ORCA calculation (ωB97M-V/def2-TZVPD) on C8H18AlClIO2PS as an isolated structure.

```
33
Properties=species:S:1:pos:R:3:forces:R:3
C -2.874 0.351 -3.941 -0.414 0.310 -0.045
C -1.586 -0.061 -3.320 1.514 -3.128 -4.130
H -2.856 0.078 -5.000 0.158 0.035 0.196
H -3.003 1.437 -3.854 -0.096 -0.235 0.054
H -3.711 -0.158 -3.447 0.147 0.105 0.044
O -0.637 -0.581 -3.915 -2.431 1.901 2.280
I 0.075 3.091 0.188 -0.137 0.383 0.953
Al -0.437 1.676 -1.682 1.058 1.688 -0.712
P 1.574 0.389 -1.909 1.049 -0.646 -0.755
C 1.501 -1.423 -1.835 -0.203 -0.088 0.016
C 2.240 0.777 -3.557 -0.188 0.109 -0.044
H 2.748 1.853 -0.389 0.275 -0.219 -0.083
H 3.866 0.810 -1.333 -0.249 -0.059 0.260
H 2.967 0.144 0.078 0.044 0.129 -0.221
C 2.923 0.839 -0.770 -0.251 0.379 0.248
H 2.073 1.840 -3.769 0.171 -0.208 -0.046
H 3.315 0.550 -3.568 -0.311 0.029 -0.098
H 2.507 -1.826 -2.025 -0.311 0.076 0.076
H 0.801 -1.773 -2.604 0.330 -0.077 0.243
H 1.703 0.180 -4.303 0.213 0.180 0.115
H 1.148 -1.743 -0.846 0.201 -0.085 -0.345
C -1.540 -0.025 -1.794 -2.007 -1.715 3.075
O -2.065 -0.765 -0.999 1.570 1.780 -2.398
Cl -0.817 2.927 -3.376 0.066 -0.735 0.514
C 1.141 0.197 2.604 0.509 -0.539 0.130
S 0.083 -0.463 1.323 -0.287 0.969 0.795
C -1.491 0.128 1.928 -0.487 -0.569 -0.042
H 2.060 -0.399 2.596 -0.092 0.209 -0.001
H 0.638 0.077 3.569 0.067 0.115 -0.183
H 1.371 1.250 2.400 -0.153 -0.182 0.010
H -2.273 -0.452 1.428 0.128 0.164 0.133
H -1.521 -0.053 3.008 -0.035 0.141 -0.198
H -1.609 1.195 1.695 0.150 -0.217 0.158
```
Positions in Å, forces in eV/Å.

Calculated values
**Energy relative to the best compared isomer or geometry (same formula, charge and spin)**: 44.24 kcal per mole
**HOMO (alpha / beta)**: -16.47 / -16.60 eV
**Spin multiplicity**: 1
**Orbital gap (alpha / beta)**: 5.308 / 6.122 eV
**Total charge**: +2

The molecule's natural (NBO) atomic charges, reported in e, are given here: -0.716, 0.502, 0.300, 0.294, 0.278, -0.392, -0.195, 1.016, 0.891, -0.946, -0.933, 0.270, 0.283, 0.243, -0.940, 0.274, 0.269, 0.281, 0.277, 0.278, 0.236, 0.238, -0.312, -0.439, -0.810, 0.847, -0.814, 0.279, 0.283, 0.298, 0.281, 0.284, 0.295



No. 4
ORCA calculation (ωB97M-V/def2-TZVPD) on a 2-piece molecular cluster, C6H7F3N2 overall.

```
18
Properties=species:S:1:pos:R:3:forces:R:3
C 1.058 -1.680 0.359 2.214 -1.540 1.054
C -1.645 0.720 0.251 -1.110 1.348 -1.326
C -0.931 -0.274 1.077 1.373 0.412 4.802
C -1.619 0.097 -1.210 -0.474 -1.509 0.527
C 0.072 -0.775 0.172 -0.092 0.559 -1.779
C 2.430 0.826 0.226 0.045 0.690 1.079
N 1.930 -2.431 0.429 0.162 -0.481 0.064
N -0.365 -0.711 -1.112 -0.333 0.553 0.421
F 2.790 1.369 1.447 -0.268 -0.904 -1.174
F 3.478 0.185 -0.305 -0.580 0.362 0.324
F 2.098 1.872 -0.546 0.039 -0.325 -0.211
H -2.584 0.997 0.832 0.727 -0.145 -1.713
H -1.011 1.612 0.053 -0.368 -0.291 0.990
H -0.430 0.283 2.023 -1.021 -1.337 -2.092
H -1.502 -1.140 1.577 0.295 1.261 -1.055
H -2.481 -0.569 -1.391 0.301 0.002 0.161
H -1.572 0.725 -2.086 0.081 0.799 0.206
H 0.283 -1.106 -1.794 -0.992 0.545 -0.278
```
Positions in Å, forces in eV/Å.

Calculated values
**Energy relative to the best compared isomer or geometry (same formula, charge and spin)**: 91.40 kcal per mole
**HOMO (alpha / beta)**: -9.38 / -7.31 eV
**Spin multiplicity**: 1
**Orbital gap (alpha / beta)**: 9.221 / 6.611 eV

The molecule's natural (NBO) atomic charges, reported in e, are given here: 0.182, -0.421, -0.455, -0.211, 0.082, 0.881, -0.287, -0.526, -0.361, -0.329, -0.351, 0.242, 0.227, 0.251, 0.238, 0.194, 0.215, 0.428



No. 5
ORCA calculation (ωB97M-V/def2-TZVPD) on C5H4 in the gas phase.

```
9
Properties=species:S:1:pos:R:3:forces:R:3
C 1.667 1.336 -0.791 0.550 0.072 -0.974
C 0.951 0.376 -0.661 -0.146 -0.254 1.010
C 0.270 -0.853 -0.120 2.604 -0.454 0.219
C -0.971 -0.584 0.585 -0.454 0.505 -0.492
C -2.024 -0.176 0.989 -2.262 0.649 1.389
H 2.402 2.069 -1.133 -0.868 -0.480 0.494
H 1.088 -1.260 0.625 -1.720 0.402 -1.377
H 0.168 -1.592 -0.957 -0.120 0.497 0.889
H -3.013 0.191 1.456 2.416 -0.938 -1.158
```
Positions in Å, forces in eV/Å.

Calculated values
**Energy relative to the best compared isomer or geometry (same formula, charge and spin)**: 20.30 kcal per mole
**HOMO**: -9.98 eV
**Spin multiplicity**: 1
**Orbital gap**: 10.949 eV
**SMILES string**: C#CCC#C

The molecule's natural (NBO) atomic charges, reported in e, are given here: -0.243, 0.003, -0.545, -0.036, -0.208, 0.245, 0.263, 0.262, 0.258



No. 6
ORCA calculation (ωB97M-V/def2-TZVPD) on a 2-piece molecular cluster, CH4O2PS overall.

```
9
Properties=species:S:1:pos:R:3:forces:R:3
C -0.243 -1.340 1.369 0.012 -0.961 0.043
O 1.271 0.782 0.208 0.840 2.190 0.721
O 1.142 1.751 -2.398 2.104 1.952 2.119
P 0.743 -0.551 -0.128 -1.255 -3.273 -0.113
S -1.418 -0.600 0.212 -0.426 0.607 0.240
H -0.002 -1.013 2.384 -0.363 1.046 -0.310
H -0.602 -2.380 1.524 1.005 0.209 -0.590
H 0.660 1.394 -3.091 -1.698 -1.483 -0.930
H 1.013 1.474 -1.444 -0.219 -0.288 -1.180
```
Positions in Å, forces in eV/Å.

Calculated values
**Energy relative to the best compared isomer or geometry (same formula, charge and spin)**: 66.79 kcal per mole
**HOMO**: -3.87 eV
**Spin multiplicity**: 1
**Orbital gap**: 7.638 eV
**Total charge**: -1

The molecule's natural (NBO) atomic charges, reported in e, are given here: -0.906, -1.180, -1.022, 1.056, -0.325, 0.196, 0.196, 0.462, 0.525



Q: energy relative to the best compared isomer or geometry (same formula, charge and spin) of number 2 (C3H6N2S2)?
A: 90.94 kcal per mole



Q: Number 4 is which compound?
A: C6H7F3N2



Q: Among the records above, which one has the highest energy relative to the best compared isomer or geometry (same formula, charge and spin)?
A: C6H7F3N2